Entry from OMol25: a molecular structure, C27H26F6N4NiOSSb (wB97M-V/def2-TZVPD).

The geometry in XYZ format:
```
67
Properties=species:S:1:pos:R:3:forces:R:3
Sb -1.231052 3.403036 -0.531932 0.037 0.124 -0.052
Ni -0.168351 -0.475239 0.056743 0.338 -0.187 -0.080
S -0.805488 -2.615282 0.165175 -0.142 0.002 0.015
F -1.108261 1.644945 0.210566 -0.129 0.037 0.014
F -0.745122 4.100622 1.165761 -0.014 -0.009 -0.066
F -1.305762 5.158188 -1.237577 0.004 -0.035 0.015
F -1.708855 2.680549 -2.208638 0.027 0.016 0.042
F 0.609615 3.281524 -0.989034 -0.003 -0.010 -0.017
F -3.054749 3.484203 -0.037206 0.048 -0.014 -0.006
O -0.373007 -0.432644 1.982104 0.049 0.000 -0.072
N -0.414679 -1.609429 2.585985 -0.051 0.068 -0.060
N 3.972649 0.389187 -0.603249 0.102 0.010 -0.113
N 2.205970 0.237187 -2.074469 -0.004 -0.108 -0.082
N 1.821608 -0.016913 0.205897 -0.211 0.230 -0.075
C -0.715646 -3.943294 2.583678 -0.011 -0.034 0.034
C 1.666214 2.217401 1.989616 0.093 0.007 0.058
C 2.857760 0.752286 3.670292 -0.031 -0.006 -0.024
C 0.847220 0.061034 -4.021387 -0.017 0.000 -0.018
C 2.933651 -1.358238 1.895285 -0.043 0.022 -0.016
C -1.495362 -0.469918 -3.865219 0.014 0.011 -0.028
C -0.380011 -0.154646 -4.627092 -0.005 0.005 0.010
C 3.453137 -1.518906 3.171653 -0.004 -0.026 -0.007
C 2.383973 -0.141650 1.500672 0.045 -0.013 0.053
C 2.325219 0.935355 2.396872 0.067 -0.060 -0.058
C 2.048370 0.439517 -4.849145 0.027 0.014 -0.014
C 5.189887 -0.654539 -2.447949 -0.001 0.047 0.061
C 4.928252 0.469347 -1.646660 -0.083 -0.109 0.040
C -0.291961 -2.788403 4.635418 -0.006 0.069 0.000
C 3.419701 -0.456178 4.061613 0.008 -0.002 0.025
C 6.831240 0.657296 -3.660259 0.032 0.008 -0.032
C -0.157494 -0.392434 -1.828176 -0.058 -0.083 0.168
C 6.584499 1.749893 -2.843525 -0.001 -0.008 0.010
C -0.240030 -1.621228 3.923664 0.022 0.025 -0.027
C 2.612595 0.188219 -0.791597 0.003 0.085 0.134
C 0.932293 -0.056515 -2.625756 0.041 0.157 0.118
C 5.625859 1.655768 -1.847402 -0.019 0.024 0.000
C 4.489164 -1.963490 -2.211880 0.004 0.027 -0.011
C -0.539141 -3.977539 3.942703 0.004 -0.040 -0.019
C -0.644405 -2.736710 1.862007 -0.022 -0.128 -0.053
C -1.371357 -0.588074 -2.492079 -0.002 -0.110 0.074
C 6.137178 -0.526426 -3.459430 -0.031 0.016 0.047
H 5.392808 2.508065 -1.220074 0.003 -0.006 -0.014
H 3.505749 -1.982757 -2.685936 -0.019 -0.005 0.003
H 3.870976 -2.472667 3.470078 0.002 0.003 -0.004
H -0.140837 -2.766982 5.704355 0.006 0.005 -0.003
H 2.878043 -0.265869 -4.727886 -0.007 0.001 0.001
H 7.567823 0.722881 -4.450955 -0.001 0.003 0.002
H 2.888369 0.593212 -2.720799 0.002 0.021 0.004
H 7.121847 2.677811 -2.989455 -0.003 0.001 -0.003
H 5.077103 -2.789282 -2.612228 -0.002 0.016 -0.003
H -0.586136 -4.921079 4.471310 -0.005 0.011 0.003
H 1.787138 0.458618 -5.906526 -0.001 -0.009 0.003
H 0.613497 2.043430 1.776688 -0.042 -0.003 0.001
H -0.460445 -0.057145 -5.704352 0.001 0.000 0.004
H 6.345153 -1.384665 -4.088023 0.002 -0.001 0.002
H 4.220591 0.765010 0.297984 0.027 0.001 0.005
H 2.426810 1.436130 -4.594581 -0.022 -0.004 0.005
H -2.457544 -0.612200 -4.341900 -0.002 0.001 0.001
H -2.248489 -0.829187 -1.901573 -0.007 -0.007 -0.020
H 2.096867 2.634170 1.077311 -0.033 -0.015 -0.015
H 4.330109 -2.127315 -1.145673 -0.001 -0.006 0.002
H 2.816462 1.578196 4.372156 0.002 0.002 -0.007
H 2.921569 -2.179293 1.187115 0.009 -0.006 0.013
H -0.054079 -0.640409 4.335120 0.018 -0.027 0.038
H 1.739618 2.964645 2.779794 -0.001 -0.007 -0.002
H -0.905671 -4.843928 2.017085 0.000 0.011 -0.005
H 3.820420 -0.567891 5.061854 0.000 -0.003 -0.001
```
Forces are in eV/Å.

**Net charge**: -1
**E_LUMO (alpha / beta)**: 2.43 / 2.43 eV
**Calculated total energy**: -4084.9476 Ha
**Relative energy (zero: lowest compared OMol25 entry of this formula, charge and spin)**: 0.9290 eV

=====

Entry from OMol25: a molecular structure, C27H26IrN3O2S6 in a non-equilibrium geometry (wB97M-V/def2-TZVPD).

The geometry in XYZ format:
```
65
Properties=species:S:1:pos:R:3:forces:R:3
Ir 0.687018 -1.176972 -0.151218 0.333 0.452 0.914
S -1.373857 -2.247623 -0.115248 -0.018 0.107 0.073
S 1.552530 -3.315216 -0.478423 -0.222 -0.516 -0.271
S -1.640072 1.921624 -1.444026 -0.237 0.331 0.001
S 1.229070 1.119190 0.544833 -0.283 -0.431 0.066
S -2.489506 -3.087323 2.592575 -0.197 -0.115 0.168
S -0.071764 -1.338217 2.028471 -0.073 -0.151 0.011
O -1.331543 0.490528 -1.215156 -0.001 -0.188 -0.318
O 2.222708 -0.729461 -1.471005 0.135 -0.111 -0.113
N 3.020751 0.308697 -1.232609 0.008 0.098 -0.043
N 2.348895 -3.420053 2.094160 0.180 -0.047 0.104
N 0.472979 -4.620242 1.541744 0.081 0.016 0.029
C -3.416619 -0.287845 -3.289672 -0.005 0.010 0.009
C 5.279597 -0.495736 1.414716 -0.005 -0.001 0.047
C -4.496484 -1.156297 -3.340907 0.002 0.006 0.009
C 2.702572 1.231578 -0.298458 -0.094 0.172 -0.189
C 5.068443 1.361991 -1.774804 -0.043 -0.099 -0.034
C -1.408640 2.803109 2.936595 -0.015 -0.003 -0.016
C 3.369930 -1.297372 2.633161 -0.047 0.005 -0.037
C 5.272850 -1.654006 0.648439 -0.026 -0.042 -0.005
C 4.316754 -2.634287 0.864203 0.125 -0.009 0.023
C -2.462219 2.016724 -3.080075 0.043 0.013 0.006
C -2.751332 0.817533 3.090548 0.021 -0.019 0.005
C 3.627873 2.273955 -0.098654 0.067 0.103 -0.012
C -1.808519 2.972114 1.619678 -0.040 0.027 0.059
C -6.008844 0.706494 -3.244593 0.000 0.002 0.003
C -2.689223 2.069675 1.030060 -0.008 -0.008 0.082
C -3.146529 0.985858 1.771675 0.038 -0.017 -0.029
C 1.466028 -3.821840 1.181189 -0.146 0.079 -0.224
C -1.445749 -2.302156 1.605387 0.187 0.362 -0.364
C 4.332231 -0.323645 2.413059 0.058 -0.003 -0.018
C -4.929220 1.574993 -3.185363 0.002 -0.014 -0.023
C 4.788055 2.347122 -0.821040 -0.050 0.055 0.050
C -3.101398 2.224179 -0.404326 0.067 -0.065 -0.043
C 3.359662 -2.440364 1.848212 0.032 0.004 0.123
C -1.883975 1.727943 3.675335 0.006 0.002 -0.013
C 4.165548 0.353776 -1.949720 0.058 -0.017 -0.066
C -3.625159 1.087447 -3.209039 -0.019 -0.028 -0.042
C -5.793187 -0.662365 -3.318938 0.004 -0.002 -0.004
H -3.797983 0.255058 1.307190 -0.004 -0.002 -0.005
H -1.655465 1.767274 -3.771358 -0.012 -0.016 -0.005
H 2.602299 -1.153780 3.383692 0.002 0.000 0.001
H 4.306045 -3.536597 0.270133 0.017 0.020 0.030
H -0.718487 3.507522 3.383165 0.000 0.003 0.004
H -1.563822 1.589685 4.700006 -0.002 0.004 0.006
H -7.017783 1.098023 -3.228899 0.000 0.003 -0.001
H -0.287939 -4.691947 0.878322 0.032 -0.051 0.025
H 3.380024 3.015626 0.646977 -0.009 0.003 0.003
H 6.026246 0.267090 1.236218 -0.001 0.002 0.006
H 0.233491 -4.755515 2.514775 -0.008 0.022 -0.007
H 4.273111 -0.465588 -2.643540 0.013 0.002 -0.004
H -5.099426 2.643946 -3.119686 -0.001 0.004 -0.001
H -4.323136 -2.223370 -3.389165 0.002 -0.002 -0.002
H -3.829998 1.463556 -0.685461 -0.025 0.039 0.011
H -2.736775 3.061339 -3.241178 -0.011 -0.003 0.038
H 4.327905 0.575919 3.014087 -0.003 0.010 0.003
H -1.427810 3.807942 1.043122 0.001 0.003 -0.006
H -3.097743 -0.045190 3.645795 0.004 0.013 -0.010
H 2.059696 -3.496961 3.060236 0.029 -0.037 -0.006
H -2.405543 -0.672695 -3.286171 -0.005 -0.008 -0.002
H 5.973128 1.373140 -2.363303 0.001 0.002 -0.009
H 5.480789 3.160827 -0.654245 0.007 -0.001 0.011
H -6.633737 -1.342772 -3.359546 -0.003 0.000 0.003
H 6.022109 -1.801922 -0.119035 -0.008 0.005 0.002
H -3.498826 3.215888 -0.632897 0.066 0.031 -0.003
```
Forces are in eV/Å.

**Net charge**: 0
**E_LUMO**: -0.01 eV
**Calculated total energy**: -3852.6769 Ha
**Relative energy (zero: lowest compared OMol25 entry of this formula, charge and spin)**: 0.0000 eV